*A*
The following is a quantum chemistry calculation of C6H8O3 in the gas phase, from the OMol25 dataset.

The total charge is 0. For the LUMO energy, the calculation gives -0.011 Ha. For the HOMO-LUMO gap, the calculation gives 7.86 eV. The HOMO energy comes out at -8.2 eV.

Structure (XYZ):
```
17
Properties=species:S:1:pos:R:3:lowdin_charge:R:1
O 1.1498 1.4233 1.5337 0.12
O 2.0014 -0.1479 -1.6947 0.00
O 0.5798 -1.9624 1.0912 0.03
C 1.8616 -0.1745 -0.3182 -0.16
C 0.8828 0.5276 0.5797 -0.24
C -0.7205 0.0242 -0.2156 -0.20
C -0.8846 0.6006 -1.4123 0.11
C -1.8867 -0.3129 0.6695 -0.04
C 0.7336 -0.9213 0.4505 -0.42
H 1.3163 -0.6955 -2.0985 0.10
H -2.8245 -0.0070 0.2076 0.08
H -1.7969 0.1711 1.6441 0.09
H -1.8791 0.8566 -1.7547 0.08
H -0.0686 0.9323 -2.0324 0.07
H 0.6196 1.2314 2.3238 0.13
H 2.8382 -0.1601 0.1683 0.16
H -1.9224 -1.3856 0.8581 0.09
```

---

*B*
The following is a quantum chemistry calculation of C6H8O3 in the gas phase, from the OMol25 dataset.

The total charge is 0. As for the SMILES: CCOC=C(C=O)C=O. For the LUMO energy, the calculation gives -0.010 Ha. For the HOMO-LUMO gap, the calculation gives 9.38 eV. The HOMO energy comes out at -9.6 eV.

Structure (XYZ):
```
17
Properties=species:S:1:pos:R:3:lowdin_charge:R:1
O 1.6300 2.6420 0.0963 0.01
O 1.1460 -0.2539 -2.8786 -0.05
O -1.0823 -0.5488 0.7567 -0.11
C -1.6570 -0.7930 1.9687 -0.27
C -2.1591 -2.2984 1.7695 -0.08
C 1.5054 1.7412 -0.7467 -0.19
C 0.7433 -0.6254 -1.7038 -0.13
C -0.1005 0.3778 0.5597 -0.05
C 0.6763 0.4588 -0.5419 -0.13
H 1.8661 1.7196 -1.8589 0.14
H -0.9379 -0.6327 2.7481 0.12
H 0.6814 -1.8213 -1.2708 0.18
H -1.2084 -2.9143 2.2848 0.12
H -3.1200 -2.4110 2.3996 0.06
H -2.4115 -0.0823 2.0307 0.10
H -2.5858 -2.8122 0.6514 0.15
H 0.1157 1.0744 1.3867 0.15
```

---

*C*
The following is a quantum chemistry calculation of a molecular structure, C6H8O3, from the OMol25 dataset.

The total charge is 0. For the LUMO energy, the calculation gives -0.002 Ha. For the HOMO-LUMO gap, the calculation gives 8.55 eV. The HOMO energy comes out at -8.6 eV.

Structure (XYZ):
```
17
Properties=species:S:1:pos:R:3:lowdin_charge:R:1
O 1.1993 0.3193 2.2488 0.24
O -0.4236 -0.8969 0.7615 -0.22
O 1.4237 1.8815 -0.3342 0.04
C 1.7866 -0.3312 -1.1987 0.01
C -1.4167 1.3016 -0.8484 0.11
C -0.5314 0.4906 -0.4607 -0.18
C 0.9577 0.0062 1.1488 -0.10
C 0.9611 0.5683 -0.2875 -0.52
C -1.7632 -1.2780 1.0397 -0.09
H -2.4930 1.2751 -0.9084 0.02
H 1.6650 0.0295 -2.2222 0.10
H 2.8438 -0.2782 -0.9267 0.10
H -2.2717 -1.4970 0.1003 0.09
H 0.6165 2.4230 -0.1617 0.12
H 1.4581 -1.3702 -1.1510 0.10
H -2.2800 -0.4610 1.5521 0.09
H -1.7321 -2.1825 1.6484 0.09
```

---

*D*
The following is a quantum chemistry calculation of C6H8O3 in the gas phase, from the OMol25 dataset.

The total charge is 0. As for the SMILES: CC(=O)/C=C(/C)C(=O)O. For the LUMO energy, the calculation gives 0.020 Ha. For the HOMO-LUMO gap, the calculation gives 10.18 eV. The HOMO energy comes out at -9.6 eV.

Structure (XYZ):
```
17
Properties=species:S:1:pos:R:3:lowdin_charge:R:1
O -0.2228 1.7199 -0.7965 0.12
O 0.4360 1.3675 2.1751 0.11
O 1.1894 0.8364 -2.2799 0.12
C -1.8260 0.7308 1.6989 -0.01
C 0.5588 -0.5035 -0.4454 -0.19
C 1.1050 -1.6695 -1.2038 -0.04
C 0.4577 0.7923 -1.1603 -0.48
C -0.3263 0.6259 1.6136 -0.47
C 0.1533 -0.5516 0.8234 0.05
H -2.2707 -0.2445 1.8813 0.08
H 0.2022 -1.4775 1.3817 0.13
H 0.5004 -1.8599 -2.0890 0.09
H 1.1215 -2.5600 -0.5820 0.08
H 2.1159 -1.4463 -1.5397 0.09
H -2.1070 1.4316 2.4802 0.09
H 1.0988 1.7062 -2.6995 0.14
H -2.1863 1.1024 0.7417 0.09
```

---

The structure with the least stability is *C*.

---

*A*
The following is a quantum chemistry calculation of 4 unconnected molecules or ions with the total composition CH10NO3, from the OMol25 dataset.

The total charge is +1. For the LUMO energy, the calculation gives -0.185 Ha. For the HOMO-LUMO gap, the calculation gives 9.78 eV. The HOMO energy comes out at -14.8 eV.

Structure (XYZ):
```
15
Properties=species:S:1:pos:R:3:lowdin_charge:R:1
O -3.1056 -2.4007 -0.8714 -0.06
O 2.5775 3.4148 0.4384 0.01
O 1.2295 0.8853 -1.2226 -0.10
N -0.7339 -0.7312 0.2191 0.17
C -0.2170 -1.2816 1.2613 0.14
H -3.9585 -2.8778 -0.7188 0.09
H -1.6108 -1.0917 -0.1434 0.10
H 2.2172 3.2860 1.2630 0.00
H 1.9411 0.1798 -1.2597 0.08
H 0.5599 -0.7013 1.8678 0.15
H 3.1665 4.1444 0.4108 0.04
H -0.6036 -2.3214 1.5311 0.15
H -0.3432 0.2378 -0.0157 0.14
H 1.8917 1.5922 -0.9418 0.06
H -3.0107 -2.3347 -1.8182 0.04
```

---

*B*
The following is a quantum chemistry calculation of 4 unconnected molecules or ions with the total composition CH10NO3, from the OMol25 dataset.

The total charge is +1. For the LUMO energy, the calculation gives -0.189 Ha. For the HOMO-LUMO gap, the calculation gives 10.29 eV. The HOMO energy comes out at -15.4 eV.

Structure (XYZ):
```
15
Properties=species:S:1:pos:R:3:lowdin_charge:R:1
O -1.2209 0.9684 0.6420 -0.01
O -1.2990 -1.4042 2.3265 0.01
O -0.7590 -0.6755 -1.7029 -0.05
N 1.5796 0.6241 -1.5023 0.13
C 2.3863 0.4016 -0.5359 0.13
H -1.2968 -0.7361 -2.4354 0.03
H 1.6296 1.6104 -1.8898 0.18
H -1.5661 1.5630 1.2485 0.03
H 2.6265 1.3278 -0.0815 0.10
H -1.1390 0.2012 1.1686 -0.02
H -1.1566 -1.0440 3.1710 0.04
H -1.9552 -2.0448 2.4243 0.03
H -1.2537 -0.1562 -0.8752 0.14
H 2.7682 -0.6512 -0.3796 0.15
H 0.6562 0.0154 -1.5784 0.10
```

---

The structure with the least stability is *B*.

---

*A*
The following is a quantum chemistry calculation of 2 unconnected molecules or ions with the total composition C6H14N2O2, from the OMol25 dataset.

The total charge is 0. As for the SMILES: CNC(C)=O.CNC(C)=O. For the LUMO energy, the calculation gives 0.021 Ha. For the HOMO-LUMO gap, the calculation gives 9.99 eV. The HOMO energy comes out at -9.4 eV.

Structure (XYZ):
```
24
Properties=species:S:1:pos:R:3:lowdin_charge:R:1
O -1.1761 -1.2993 0.9876 0.04
O 1.6608 1.0463 -3.3238 0.04
N 0.3987 0.0191 -1.7302 0.01
N -1.1872 0.0671 2.7825 0.01
C -0.1808 -0.8473 -2.7621 -0.07
C 0.3167 -1.8474 2.7343 -0.01
C -2.1209 0.9376 2.0799 -0.08
C -0.7358 -1.0236 2.0911 -0.57
C 1.8411 1.8864 -1.1300 -0.01
C 1.3348 0.9142 -2.1561 -0.57
H -1.1793 -1.1762 -2.4710 0.08
H 0.4742 -2.7334 2.1176 0.09
H -3.0936 0.4337 2.0030 0.09
H 1.2081 2.0004 -0.2394 0.07
H -0.2601 -0.3121 -3.6957 0.07
H 1.2706 -1.3216 2.8165 0.09
H 2.8052 1.5919 -0.7167 0.08
H 0.4577 -1.7174 -2.9043 0.08
H 0.0083 -2.2454 3.7023 0.08
H -1.9001 0.9976 1.0107 0.07
H -0.7724 0.4341 3.6197 0.13
H -2.1035 1.9452 2.4807 0.08
H 1.8350 2.8450 -1.6457 0.08
H -0.1902 0.2493 -0.9380 0.11
```

---

*B*
The following is a quantum chemistry calculation of a molecular structure, C6H14N2O2, from the OMol25 dataset.

The total charge is 0. For the LUMO energy, the calculation gives 0.016 Ha. For the HOMO-LUMO gap, the calculation gives 8.64 eV. The HOMO energy comes out at -8.2 eV.

Structure (XYZ):
```
24
Properties=species:S:1:pos:R:3:lowdin_charge:R:1
O 1.9452 1.0628 0.8886 0.03
O -2.1985 0.8904 0.8829 -0.07
N -0.0978 1.7020 -0.4538 0.14
N -0.0806 -0.0438 2.2507 0.09
C 1.0587 0.4033 0.0837 -0.37
C -0.0278 -1.8601 0.6412 -0.04
C -0.0170 -0.3449 0.8178 -0.43
C -1.3471 0.4395 0.0821 -0.52
C 1.6978 -0.1568 -1.1622 0.00
C -1.8586 -0.2605 -1.1713 -0.03
H 0.8342 -2.3050 1.1464 0.09
H 2.0452 0.6405 -1.8248 0.09
H -2.4534 0.4684 -1.7288 0.08
H -0.4160 1.9472 -1.3893 0.10
H -0.0187 -2.1835 -0.4006 0.06
H 1.0090 -0.7675 -1.7392 0.07
H -2.4913 -1.1002 -0.8866 0.09
H -0.2197 2.3657 0.3089 0.11
H -0.9355 -2.2601 1.0999 0.09
H 2.5625 -0.7703 -0.8867 0.11
H -1.0709 -0.6251 -1.8300 0.06
H 2.4039 1.7176 0.3400 0.13
H -0.9734 0.4266 2.4229 0.07
H 0.6496 0.6137 2.5084 0.07
```

---

The structure with the least stability is *B*.

---

*A*
The following is a quantum chemistry calculation of C4H8O3 in the gas phase, from the OMol25 dataset.

The total charge is 0. As for the SMILES: C=C(CO)OCO. For the LUMO energy, the calculation gives 0.024 Ha. For the HOMO-LUMO gap, the calculation gives 10.23 eV. The HOMO energy comes out at -9.6 eV.

Structure (XYZ):
```
15
Properties=species:S:1:pos:R:3:lowdin_charge:R:1
O -1.1488 1.5137 -1.6777 0.02
O 0.0603 -0.3933 -0.7980 -0.06
O 2.1008 0.6880 0.3807 -0.05
C -0.7969 -1.3871 1.1679 0.07
C -0.9441 0.6690 -0.6134 -0.26
C 1.4802 -0.2968 1.1693 -0.20
C 0.2121 -0.8181 0.5129 -0.37
H -1.6889 -1.7252 0.6499 0.08
H -1.8503 0.1114 -0.3904 0.12
H -0.9845 2.4036 -1.3431 0.10
H -0.7903 -1.4398 2.2503 0.08
H 2.1731 -1.1225 1.3868 0.12
H -0.5754 1.2421 0.2385 0.14
H 1.9331 0.4195 -0.5361 0.09
H 1.1915 0.1574 2.1245 0.13
```

---

*B*
The following is a quantum chemistry calculation of 2 unconnected molecules or ions with the total composition C4H8O3, from the OMol25 dataset.

The total charge is 0. As for the SMILES: O=CCCC=O.O. For the LUMO energy, the calculation gives 0.024 Ha. For the HOMO-LUMO gap, the calculation gives 10.66 eV. The HOMO energy comes out at -10.0 eV.

Structure (XYZ):
```
15
Properties=species:S:1:pos:R:3:lowdin_charge:R:1
O -5.6499 0.2904 1.1031 -0.07
O 2.9585 -0.5918 1.6867 0.06
O 0.1133 -1.6770 -1.2645 0.05
C 0.1035 -0.7597 -0.4819 -0.27
C 2.1139 0.7570 -0.0931 -0.14
C 0.7576 0.5574 -0.8304 -0.14
C 2.7125 -0.4847 0.5131 -0.28
H 2.8825 -1.3434 -0.1575 0.13
H -6.1318 -0.4719 1.4493 0.03
H 0.1545 1.4503 -0.6565 0.12
H -5.4458 0.0335 0.1905 0.04
H -0.3354 -0.9245 0.5122 0.13
H 0.9222 0.5087 -1.9020 0.11
H 2.0058 1.4756 0.7151 0.11
H 2.8387 1.1801 -0.7841 0.12
```

---

The structure with the least stability is *A*.

---

*A*
The following is a quantum chemistry calculation of C4H8O3 in the gas phase, from the OMol25 dataset.

The total charge is 0. As for the SMILES: COC(=O)CCO. For the LUMO energy, the calculation gives 0.031 Ha. For the HOMO-LUMO gap, the calculation gives 11.23 eV. The HOMO energy comes out at -10.4 eV.

Structure (XYZ):
```
15
Properties=species:S:1:pos:R:3:lowdin_charge:R:1
O 2.8460 0.7438 0.7548 -0.07
O -1.5251 0.2123 0.5795 -0.02
O -0.5619 -0.0305 -1.4468 0.09
C 0.7570 -0.5228 0.4268 -0.06
C -2.8088 0.1783 -0.0521 -0.04
C 1.9669 0.1986 -0.2133 -0.24
C -0.4996 -0.0514 -0.2372 -0.53
H -3.1762 -0.8531 0.0038 0.10
H -3.4541 0.8572 0.5052 0.09
H 2.5030 -0.4374 -0.9198 0.12
H 0.8199 -0.4508 1.5116 0.12
H 0.6200 -1.5916 0.2079 0.13
H 3.6636 0.2323 0.7794 0.09
H -2.7334 0.4771 -1.0988 0.09
H 1.5827 1.0379 -0.8010 0.12
```

---

*B*
The following is a quantum chemistry calculation of 3 unconnected molecules or ions with the total composition C4H8O3, from the OMol25 dataset.

The total charge is 0. For the LUMO energy, the calculation gives -0.156 Ha. For the HOMO-LUMO gap, the calculation gives 3.67 eV. The HOMO energy comes out at -7.9 eV.

Structure (XYZ):
```
15
Properties=species:S:1:pos:R:3:lowdin_charge:R:1
O -1.2751 0.7696 -1.4859 0.02
O 1.0823 1.7613 1.1297 -0.09
O 2.3637 0.4396 -0.7133 0.01
C -2.0453 0.6350 -0.5363 -0.37
C 2.0864 -0.7690 -0.5882 -0.32
C 1.3308 -1.3130 0.4456 0.14
C -2.6880 -0.5557 -0.1355 0.17
H -3.3671 -0.5355 0.7041 0.06
H -2.5715 -1.4462 -0.7400 0.06
H 0.9278 -0.6287 1.1869 0.05
H 1.5334 1.2704 0.4021 -0.03
H 2.4839 -1.4526 -1.3578 0.12
H 1.0690 -2.3598 0.4833 0.06
H -2.2830 1.5181 0.0822 0.11
H 1.3527 2.6665 1.1233 0.01
```

---

The structure with the least stability is *B*.

---

*A*
The following is a quantum chemistry calculation of a molecular structure, C4H8O3, from the OMol25 dataset.

The total charge is 0. For the LUMO energy, the calculation gives 0.024 Ha. For the HOMO-LUMO gap, the calculation gives 10.25 eV. The HOMO energy comes out at -9.6 eV.

Structure (XYZ):
```
15
Properties=species:S:1:pos:R:3:lowdin_charge:R:1
O 2.8526 0.7488 0.5772 -0.12
O 0.9371 -1.2698 -0.0652 0.13
O -0.5364 0.4112 -0.5897 0.04
C -1.5907 -1.3652 -0.1160 -0.02
C -0.1701 -0.8421 -0.2184 -0.47
C 1.9300 1.2902 1.4879 -0.19
C -1.9477 0.0416 -0.6049 -0.11
H -1.8848 -1.5998 0.9092 0.13
H 2.3842 2.1836 1.9258 0.08
H -2.3355 0.1091 -1.6225 0.12
H -1.8190 -2.2026 -0.7767 0.12
H 0.9876 1.5903 1.0050 0.06
H 2.4202 -0.0207 0.1779 0.04
H 1.6873 0.5951 2.3089 0.08
H -2.5235 0.6710 0.0753 0.12
```

---

*B*
The following is a quantum chemistry calculation of C4H8O3 in the gas phase, from the OMol25 dataset.

The total charge is 0. As for the SMILES: C[C@H](O)CC(=O)O. For the LUMO energy, the calculation gives 0.026 Ha. For the HOMO-LUMO gap, the calculation gives 10.88 eV. The HOMO energy comes out at -10.2 eV.

Structure (XYZ):
```
15
Properties=species:S:1:pos:R:3:lowdin_charge:R:1
O 2.3151 0.1908 -0.5637 0.13
O -1.4164 1.0931 1.2985 -0.02
O 1.6365 0.6752 -2.4227 0.10
C -0.4102 0.1848 0.7543 -0.38
C 1.2771 0.5533 -1.2786 -0.54
C -0.9104 -1.2927 0.6046 -0.03
C 0.0517 0.7988 -0.5296 -0.08
H 3.0060 -0.2764 -0.9536 0.10
H -0.8201 0.6605 -1.2412 0.17
H -2.1152 0.6132 1.6852 0.06
H -0.9278 -1.9601 1.4878 0.08
H -0.3392 -1.8506 -0.1002 0.06
H 0.0965 1.8198 -0.2715 0.13
H -1.9180 -1.4168 0.1337 0.09
H 0.4744 0.2071 1.3970 0.14
```

---

*C*
The following is a quantum chemistry calculation of a molecular structure, C4H8O3, from the OMol25 dataset.

The total charge is 0. For the LUMO energy, the calculation gives 0.013 Ha. For the HOMO-LUMO gap, the calculation gives 9.94 eV. The HOMO energy comes out at -9.6 eV.

Structure (XYZ):
```
15
Properties=species:S:1:pos:R:3:lowdin_charge:R:1
O 1.6694 1.6299 1.2083 0.08
O 0.6962 -1.4633 1.3612 -0.12
O -0.0270 -1.4121 -1.2305 -0.01
C 1.5159 0.6262 0.5609 -0.18
C -0.6570 -0.4842 -0.3824 -0.40
C 0.3419 -0.3214 0.7716 -0.49
C -0.9601 0.7846 -1.1483 -0.03
H 0.2995 -2.1097 -0.6326 0.10
H -0.0555 -0.3758 1.9911 0.23
H -0.0500 1.1977 -1.5958 0.09
H -1.6642 0.5636 -1.9536 0.09
H -1.5737 -0.9077 0.0547 0.16
H -0.3801 0.4650 1.6798 0.23
H 2.2501 0.2655 -0.1911 0.16
H -1.4056 1.5418 -0.4933 0.09
```

---

The structure with the least stability is *C*.